# 1
{
  "formula": "C11H32BBr2N12O8S",
  "method": "ωB97M-V/def2-TZVPD",
  "homo_energy_ev": -4.386,
  "mol_weight_g_mol": 663.14,
  "multiplicity": 1,
  "total_charge": -1,
  "symbols": ["O", "H", "N", "H", "H", "N", "H", "H", "N", "S", "H", "H", "H", "O", "O", "C", "H", "H", "O", "H", "C", "C", "C", "C", "N", "H", "C", "N", "N", "H", "C", "H", "H", "H", "O", "Br", "C", "B", "H", "H", "N", "H", "H", "H", "C", "H", "O", "C", "H", "N", "N", "H", "N", "H", "C", "H", "H", "H", "Br", "O", "N", "N", "H", "H", "H", "H", "O"],
  "coordinates": [[-0.83, -3.50, -2.32], [-2.36, -5.72, -1.52], [-6.75, 2.86, -1.47], [3.71, -1.14, -0.39], [4.38, 1.13, 2.38], [-0.46, 6.98, 1.85], [0.36, 7.53, 1.67], [-4.37, -7.63, 0.65], [0.70, 5.03, 1.48], [-3.42, 0.40, 2.14], [0.36, -5.13, -4.77], [-6.17, 2.59, -2.25], [5.05, 6.24, -3.28], [5.76, -0.93, 2.38], [-1.93, 0.05, -0.34], [-0.28, -4.41, -2.91], [3.35, 5.95, -3.49], [6.00, 0.15, 5.36], [-1.50, 4.97, 2.02], [2.34, -2.08, 0.35], [4.37, 4.68, -2.17], [2.58, -1.17, -0.31], [5.58, -0.20, 3.34], [0.65, 0.13, 0.93], [-3.49, -8.02, 0.40], [0.72, 4.02, 1.44], [1.97, 0.12, 0.42], [-0.09, -4.39, -4.26], [6.13, -0.44, 4.56], [3.29, 3.24, -1.24], [-0.27, -1.18, 0.75], [2.34, 4.22, -2.31], [-2.90, -0.15, 3.32], [-4.76, 2.26, 0.97], [-7.08, 3.13, 0.75], [3.13, 1.75, 0.61], [-2.60, -7.41, -0.43], [-2.63, -0.67, 0.76], [0.62, -6.29, -2.76], [-3.23, -8.92, 0.76], [4.23, 5.71, -3.06], [1.54, 5.55, 1.30], [0.27, -2.16, 0.58], [-1.32, 7.45, 2.08], [-6.35, 2.79, -0.17], [2.16, -1.32, -1.36], [-1.47, -1.29, 1.50], [-0.92, -0.91, -0.73], [-0.12, -0.48, -1.43], [4.81, 0.92, 3.28], [-5.10, 2.32, 0.01], [-4.49, 2.04, -0.73], [3.23, 4.00, -1.90], [0.04, -5.58, -1.29], [-0.49, 5.62, 1.80], [4.65, 1.53, 4.05], [-0.41, -3.58, -4.76], [-1.43, -1.88, -1.10], [-0.02, 1.77, 1.83], [-1.52, -7.92, -0.73], [0.17, -5.53, -2.29], [-2.99, -6.20, -0.90], [-3.38, -1.47, 0.27], [-3.87, -5.77, -0.67], [6.71, -1.26, 4.64], [-7.68, 3.20, -1.65], [5.44, 4.41, -1.66]]
}

=====

# 2
{
  "formula": "C4H8N4S",
  "method": "ωB97M-V/def2-TZVPD",
  "homo_energy_ev": -8.097,
  "mol_weight_g_mol": 144.20,
  "multiplicity": 1,
  "total_charge": 0,
  "symbols": ["C", "H", "N", "H", "H", "H", "H", "N", "H", "H", "N", "C", "C", "S", "N", "C", "H"],
  "coordinates": [[1.27, -0.67, 1.15], [-3.56, -0.15, 0.23], [0.99, 0.27, 0.03], [1.23, -1.19, -1.32], [-0.64, 2.64, -0.58], [2.72, 0.00, -1.03], [0.70, -0.28, 1.96], [-2.59, 0.24, 0.21], [1.09, -1.77, 1.11], [2.42, -0.57, 1.39], [-2.41, 1.54, -0.01], [-1.42, -0.48, 0.11], [1.65, -0.24, -1.19], [-1.41, -2.15, 0.23], [-0.39, 0.46, -0.14], [-1.11, 1.74, -0.20], [1.44, 0.60, -1.96]]
}

=====

# 3
{
  "formula": "C7H9N",
  "method": "ωB97M-V/def2-TZVPD",
  "homo_energy_ev": -6.620,
  "mol_weight_g_mol": 107.16,
  "multiplicity": 1,
  "total_charge": 0,
  "symbols": ["C", "C", "H", "H", "C", "H", "C", "C", "H", "H", "C", "N", "C", "H", "H", "H", "H"],
  "coordinates": [[0.30, -0.02, -1.76], [1.08, -0.25, 0.39], [-0.92, -1.74, 2.08], [2.06, -0.69, 0.50], [-1.01, -1.03, 1.22], [0.30, 0.45, 2.36], [0.04, 0.13, 1.35], [-0.65, -1.67, -0.12], [-2.06, -0.59, 1.19], [-0.36, -0.28, -2.60], [0.29, 1.41, -1.17], [0.20, -0.80, -0.70], [0.59, 1.16, 0.30], [-1.41, -1.99, -0.89], [-0.72, 1.87, -1.36], [1.18, 1.95, 0.76], [1.07, 2.11, -1.56]]
}

=====

# 4
{
  "formula": "C6H9NO",
  "method": "ωB97M-V/def2-TZVPD",
  "homo_energy_ev": -8.831,
  "mol_weight_g_mol": 111.14,
  "multiplicity": 1,
  "total_charge": 0,
  "symbols": ["C", "H", "C", "H", "C", "H", "H", "C", "H", "N", "C", "H", "C", "H", "O", "H", "H"],
  "coordinates": [[-0.74, -0.76, 0.47], [-1.57, -0.11, 2.50], [1.85, 0.18, -1.27], [-1.59, 1.22, -0.35], [-1.08, 0.67, 0.49], [2.04, 1.05, -1.92], [0.00, -0.83, 1.28], [0.48, -0.16, -1.14], [-3.05, 0.37, 1.52], [-0.41, -1.26, -0.87], [1.18, 0.43, 0.09], [-0.09, 0.66, -1.61], [-1.86, -0.02, 1.41], [0.41, -1.94, -0.90], [0.20, 1.32, 0.63], [2.71, -0.66, -1.42], [1.51, -0.17, 1.10]]
}

=====

# 5
{
  "formula": "C4H11N3O2",
  "method": "ωB97M-V/def2-TZVPD",
  "homo_energy_ev": -9.557,
  "mol_weight_g_mol": 133.15,
  "multiplicity": 1,
  "total_charge": 0,
  "symbols": ["H", "O", "O", "H", "N", "H", "H", "C", "H", "H", "N", "C", "C", "H", "H", "H", "C", "N", "H", "H"],
  "coordinates": [[-2.32, 0.54, 3.23], [1.35, -0.56, -0.59], [3.26, 0.52, -0.28], [-0.98, -1.99, 0.12], [-0.32, 0.98, 0.81], [-2.60, -1.72, -0.53], [0.92, 0.00, 0.14], [-1.71, -1.23, -0.11], [-3.13, -0.23, 1.09], [-1.10, 1.62, 3.23], [-1.75, 1.13, 2.65], [2.44, 0.09, -1.07], [-1.34, 0.55, 1.45], [0.20, 1.77, 1.18], [2.95, 0.90, -2.99], [-1.45, -0.69, -1.04], [2.63, -0.03, -2.54], [-2.16, -0.47, 1.01], [3.40, -0.79, -2.75], [1.73, -0.39, -3.02]]
}

=====

# 6
{
  "formula": "C2H3N3OS",
  "method": "ωB97M-V/def2-TZVPD",
  "homo_energy_ev": [-6.906, -9.398],
  "s2": 2.027,
  "mol_weight_g_mol": 117.13,
  "multiplicity": 3,
  "total_charge": 0,
  "symbols": ["N", "N", "H", "C", "H", "O", "H", "N", "C", "S"],
  "coordinates": [[-1.12, 1.32, -0.01], [-1.17, -1.44, -0.31], [0.75, 2.28, -0.42], [0.20, 1.35, -0.08], [1.97, -1.10, 1.09], [-3.28, -0.18, 0.09], [1.87, -1.43, -0.69], [1.61, -0.85, 0.21], [1.04, 0.27, 0.02], [-1.86, -0.21, 0.10]]
}